The following is a DFT calculation (wB97M-V/def2-TZVPD) of C7H10CdClNO4 as an isolated structure at a distorted geometry.

XYZ file:
```
24
C7H10CdClNO4 | OMol25 | wB97M-V/def2-TZVPD
C 0.73251 2.55152 -0.63112
C -0.19102 2.22460 -1.66920
C 0.28825 1.11230 -2.38953
C 1.52987 0.68424 -1.79887
C 1.82084 1.59427 -0.68620
Cd -0.00456 -0.10338 -0.28114
N -0.27865 0.34896 1.94922
C -1.76741 0.03152 1.63372
C -2.23147 0.33281 0.18797
H -0.16457 0.62485 -3.23146
H -1.12369 2.73985 -1.82854
H 2.17938 -0.15711 -2.09223
H 2.70165 1.52677 0.00108
H 0.62043 3.28312 0.18014
H -2.67029 1.33175 -0.04860
H -2.38083 0.68150 2.29877
H 0.34841 0.04905 2.67975
H -2.75612 -0.46662 -0.39248
H -2.05862 -1.04652 1.74042
O 0.03153 -3.84951 1.78410
Cl 1.08756 -3.52981 0.90088
O 2.34094 -3.26481 1.57700
O 1.21903 -4.50611 -0.15149
O 0.72682 -2.19323 0.26779
```

Results
- charge = -2
- calculated total energy (hartree) = -1255.96191
- Kohn-Sham gap (eV) = 5.19
- 2S+1 = 1
- strongest force on any atom (Eh/bohr) = 0.09919
- HOMO level (Ha) = 0.0246
- LUMO (eV) = 5.865

These are the Löwdin partial charges, in e, on atoms 1 to 5: atom 1 (C): -0.23, atom 2 (C): -0.27, atom 3 (C): -0.30, atom 4 (C): -0.31, atom 5 (C): -0.25